# 1
112
Properties=species:S:1:pos:R:3:forces:R:3:mulliken_charge:R:1 method="wB97M-V/def2-TZVPD" homo_energy_ev=-10.7 mol_weight_g_mol=993.0 total_charge=+1
Bi 0.389 -0.313 -1.608 0.193 -0.004 -0.077 1.54
C 4.976 -4.783 0.904 -0.027 -0.008 0.028 -2.02
C 4.510 -3.449 1.498 -0.062 -0.005 0.079 1.88
C 5.445 -2.344 0.983 -0.039 -0.003 -0.035 -1.65
C 4.607 -3.522 3.028 -0.033 -0.003 -0.002 -1.61
C 3.068 -3.128 1.095 0.017 -0.086 -0.077 -0.55
C 2.562 -1.848 1.260 -0.211 0.094 0.197 -0.51
C 1.291 -1.555 0.783 0.124 -0.115 -0.170 -0.22
N 0.801 -0.209 0.717 -0.154 0.021 -0.036 -0.82
C -0.031 0.237 1.594 0.096 0.110 0.109 -0.25
C -0.593 -0.561 2.643 0.105 -0.020 -0.097 -0.36
C -1.729 -0.145 3.234 -0.095 0.190 0.041 -0.51
C -2.233 1.223 3.003 -0.088 -0.222 0.024 0.05
C -1.714 2.110 2.141 -0.027 -0.002 -0.031 -0.70
C -0.473 1.699 1.444 -0.044 -0.133 0.131 1.35
O 0.256 2.454 0.855 0.218 0.105 0.021 -0.65
C -2.256 3.524 1.961 0.093 0.016 -0.033 2.14
C -3.701 3.632 2.463 0.046 -0.044 0.035 -2.00
C -2.240 3.940 0.479 -0.047 -0.091 -0.030 -1.73
C -1.368 4.481 2.775 0.036 0.038 -0.045 -1.74
C -2.539 -1.134 4.069 -0.016 -0.005 0.064 2.10
C -1.662 -1.693 5.200 0.007 0.027 0.002 -1.67
C -2.976 -2.284 3.140 -0.013 0.048 -0.008 -1.55
C -3.796 -0.512 4.685 0.020 -0.013 0.027 -2.32
C 0.514 -2.484 0.070 0.279 0.274 0.261 1.22
O -0.576 -1.972 -0.573 -0.028 0.190 -0.145 -1.02
C 0.955 -3.814 0.008 -0.120 -0.128 -0.069 -0.74
C 2.224 -4.083 0.522 -0.076 -0.050 0.092 0.29
C 0.075 -4.907 -0.607 -0.042 0.179 -0.122 2.29
C -1.323 -4.850 0.033 0.013 0.017 -0.020 -1.64
C -0.051 -4.672 -2.125 0.025 0.048 0.052 -1.39
C 0.648 -6.305 -0.379 0.007 -0.035 0.014 -2.32
H 6.052 -4.887 1.048 -0.022 -0.029 0.036 0.43
H 4.774 -4.838 -0.168 0.048 0.006 0.024 0.45
H 4.496 -5.636 1.391 -0.002 0.033 -0.052 0.35
H 6.484 -2.627 1.160 -0.028 0.027 0.019 0.44
H 5.273 -1.392 1.487 -0.003 -0.030 -0.030 0.36
H 5.311 -2.190 -0.091 0.036 -0.012 0.025 0.36
H 5.630 -3.754 3.334 -0.027 0.015 -0.006 0.44
H 3.947 -4.299 3.420 0.032 0.022 0.000 0.33
H 4.323 -2.571 3.485 0.018 -0.035 -0.010 0.35
H 3.129 -1.065 1.750 0.003 -0.020 -0.102 0.65
H -0.211 -1.566 2.774 -0.037 0.057 -0.012 0.85
H -3.090 1.523 3.587 -0.036 -0.038 -0.025 0.59
H -4.342 2.873 2.006 0.023 0.056 0.019 0.40
H -4.097 4.612 2.196 0.009 -0.018 0.028 0.46
H -3.771 3.543 3.550 0.005 -0.028 -0.042 0.39
H -2.786 3.216 -0.135 0.009 0.048 0.025 0.30
H -1.227 4.025 0.091 -0.059 -0.002 0.017 0.25
H -2.730 4.909 0.377 0.000 -0.015 -0.001 0.57
H -1.382 4.215 3.834 -0.005 0.020 -0.032 0.36
H -1.739 5.504 2.674 0.019 -0.044 0.003 0.47
H -0.335 4.457 2.423 -0.069 0.007 0.020 0.36
H -0.771 -2.193 4.816 -0.039 0.007 0.024 0.29
H -2.234 -2.421 5.779 0.025 0.021 -0.021 0.46
H -1.343 -0.897 5.876 -0.001 -0.034 -0.024 0.41
H -2.118 -2.812 2.717 -0.044 0.023 0.030 0.33
H -3.581 -1.903 2.312 0.027 -0.034 0.033 0.34
H -3.579 -2.999 3.703 0.029 0.023 -0.028 0.48
H -3.557 0.286 5.393 -0.011 -0.030 -0.056 0.45
H -4.335 -1.285 5.234 0.007 0.029 -0.002 0.45
H -4.474 -0.119 3.923 0.017 -0.020 0.043 0.41
H 2.575 -5.103 0.468 0.020 0.038 -0.064 0.57
H -1.799 -3.885 -0.151 0.011 -0.060 0.046 0.17
H -1.259 -5.010 1.113 -0.010 -0.006 -0.048 0.35
H -1.958 -5.634 -0.389 0.039 0.019 0.026 0.50
H -0.507 -3.700 -2.328 0.017 -0.082 -0.009 0.01
H -0.677 -5.448 -2.574 0.040 0.047 0.015 0.50
H 0.931 -4.706 -2.605 -0.048 -0.020 0.022 0.29
H 0.780 -6.516 0.685 -0.001 -0.003 -0.051 0.46
H 1.606 -6.445 -0.884 -0.025 0.000 0.015 0.43
H -0.046 -7.044 -0.783 0.032 0.021 0.015 0.44
O 1.999 1.699 -1.353 -0.120 0.128 -0.175 -0.53
C 1.650 2.771 -1.815 -0.116 -0.045 0.088 -0.08
C 0.415 3.010 -2.587 0.113 -0.115 0.133 0.44
C 0.476 4.009 -3.556 0.122 0.106 0.040 -0.65
C -0.614 4.256 -4.351 -0.098 0.131 0.042 -0.50
C -1.812 3.579 -4.167 -0.045 0.069 0.007 -0.50
C -1.893 2.610 -3.190 -0.039 -0.075 0.013 -0.18
C -0.783 2.284 -2.403 -0.069 0.039 -0.003 0.26
O -0.928 1.333 -1.468 0.050 -0.311 0.020 -0.53
N -0.503 5.257 -5.427 0.128 -0.425 -0.434 1.00
O -1.503 5.498 -6.069 -0.027 0.126 0.198 -0.61
O 0.602 5.704 -5.658 -0.099 0.154 0.207 -0.60
H 2.299 3.649 -1.674 0.039 -0.023 -0.105 0.44
H 1.381 4.587 -3.702 -0.009 -0.031 0.003 0.57
H -2.659 3.828 -4.789 0.001 -0.023 -0.006 0.53
H -2.816 2.071 -3.013 0.058 0.032 -0.030 0.56
N -4.252 -4.624 -5.532 -0.066 0.019 0.094 0.03
C -4.464 -5.505 -6.571 0.007 0.003 0.030 0.74
C -5.468 -6.437 -6.829 0.004 0.037 0.066 -1.04
C -5.346 -7.160 -7.994 0.039 -0.010 -0.068 -0.42
C -4.262 -6.972 -8.874 -0.026 0.010 0.000 -0.50
C -3.274 -6.051 -8.611 0.046 0.003 -0.024 -0.74
C -3.381 -5.303 -7.435 0.057 -0.012 -0.060 0.55
N -2.542 -4.327 -6.930 0.019 -0.051 -0.122 -0.61
C -3.090 -3.952 -5.810 -0.080 0.028 0.057 -0.16
C -2.504 -2.932 -4.939 -0.018 -0.061 -0.045 0.97
C -1.323 -2.309 -5.339 0.033 -0.048 -0.128 -0.59
C -0.726 -1.406 -4.493 -0.054 0.103 0.170 -0.58
N -1.236 -1.086 -3.290 -0.072 -0.243 -0.184 0.03
C -2.390 -1.656 -2.920 0.124 0.172 0.053 -0.74
C -3.052 -2.569 -3.713 -0.118 -0.002 0.054 -0.61
H -4.848 -4.505 -4.733 0.004 0.009 -0.003 0.16
H -6.298 -6.593 -6.151 0.019 0.024 -0.029 0.38
H -6.102 -7.893 -8.245 0.013 0.002 0.019 0.39
H -4.212 -7.566 -9.777 -0.003 0.001 0.014 0.39
H -2.436 -5.904 -9.281 -0.039 -0.001 0.018 0.44
H -0.890 -2.558 -6.299 0.010 0.016 0.059 0.57
H 0.202 -0.916 -4.771 -0.032 -0.047 0.018 0.48
H -2.771 -1.381 -1.943 0.032 -0.035 -0.044 0.54
H -3.979 -2.994 -3.351 0.057 -0.002 0.005 0.33

# 2
157
Properties=species:S:1:pos:R:3:forces:R:3:mulliken_charge:R:1 method="wB97M-V/def2-TZVPD" homo_energy_ev=-9.2 mol_weight_g_mol=1772.8 total_charge=0 smiles="CCOCc1c(CCCCCN)c(I)c(OC[C@@H](C)O)c2c1C(=O)N(CCCS(=O)(=O)O)C2=O.FC(F)C(F)(F)COC(F)(F)C(F)F.FC(F)C(F)(F)COC(F)(F)C(F)F.FC(F)C(F)(F)COC(F)(F)C(F)F.FC(F)C(F)(F)COC(F)(F)C(F)F.FC(F)C(F)(F)COC(F)(F)C(F)F"
C 0.040 -4.277 1.700 -1.229 0.381 -1.362 -0.32
C -0.981 -3.251 2.338 1.557 -0.988 1.486 -0.31
O -0.839 -1.923 1.836 -1.385 -0.264 -0.217 -0.27
C -1.785 -1.657 0.786 0.490 -0.612 -0.858 0.23
C -1.152 -2.185 -0.535 0.812 0.134 -1.455 0.38
C -1.831 -3.010 -1.537 1.063 0.231 0.199 0.56
C -3.327 -3.341 -1.272 0.788 0.753 0.619 -0.82
C -4.147 -2.014 -1.462 -0.492 -0.204 -0.499 -0.25
C -5.608 -2.046 -0.889 -0.144 0.424 0.201 -0.95
C -5.739 -2.547 0.593 -1.203 -0.607 0.250 -0.04
C -6.445 -3.967 0.724 1.041 0.410 0.566 -0.95
N -5.823 -4.941 -0.193 -0.309 0.323 0.236 -0.39
C -1.084 -3.458 -2.690 0.380 0.400 0.527 -0.52
I -2.124 -4.702 -4.118 0.537 0.810 0.551 0.09
C 0.325 -3.136 -2.938 -0.882 0.981 1.251 0.93
O 1.048 -3.596 -4.021 -0.580 -0.691 1.512 -0.63
C 1.882 -4.697 -3.566 1.027 -0.578 -0.037 -0.58
C 1.184 -6.085 -3.568 0.003 -1.199 -0.856 0.41
C 0.880 -6.642 -5.020 0.129 0.391 0.163 -1.09
O 2.131 -7.015 -2.972 -0.342 0.577 0.276 -0.52
C 0.956 -2.301 -1.966 -1.897 -0.103 0.524 0.38
C 0.204 -1.847 -0.798 0.578 -0.551 -1.610 -0.01
C 1.234 -0.981 -0.034 -2.057 -2.564 -1.075 0.28
O 0.993 -0.030 0.641 0.933 0.280 0.511 -0.85
N 2.485 -1.564 -0.402 1.097 2.328 0.431 0.41
C 3.625 -0.767 0.099 0.509 1.235 0.033 -0.63
C 3.788 -0.783 1.657 -0.553 -0.426 0.340 -1.01
C 3.472 -2.167 2.337 0.599 0.322 -0.533 0.29
S 5.076 -3.029 2.636 -0.984 -0.853 2.771 1.18
O 5.765 -2.408 3.750 -0.166 0.618 -1.673 -0.62
O 4.759 -4.417 2.919 0.493 0.784 -1.751 -0.64
O 5.922 -2.871 1.254 -0.831 -0.338 0.734 -0.46
C 2.394 -1.748 -1.835 -2.513 -1.478 1.046 -0.28
O 3.212 -1.490 -2.645 0.856 0.020 -0.355 -0.56
H 1.047 -3.824 1.549 -0.740 -0.411 0.495 -0.17
H 0.065 -5.249 2.237 0.152 0.810 -0.079 0.48
H -0.335 -4.507 0.664 0.459 0.056 0.795 0.06
H -2.025 -3.646 2.321 0.633 0.433 -0.327 0.22
H -0.697 -3.201 3.425 -0.379 0.178 -0.849 0.37
H -2.745 -2.187 0.976 0.650 0.462 -0.004 -0.44
H -1.999 -0.566 0.696 0.405 -0.773 0.329 -0.03
H -3.414 -3.662 -0.202 0.089 0.114 -0.952 -0.14
H -3.701 -4.188 -1.879 0.208 0.771 0.320 0.52
H -3.628 -1.121 -1.024 -0.218 -0.936 -0.216 0.22
H -4.175 -1.820 -2.567 -0.102 -0.023 0.880 0.32
H -6.007 -0.996 -0.903 0.443 -0.826 -0.173 0.34
H -6.301 -2.621 -1.558 0.712 0.276 0.575 0.42
H -6.387 -1.853 1.193 0.666 -0.362 -0.557 0.43
H -4.777 -2.623 1.148 -0.482 0.182 -0.618 -0.10
H -7.554 -3.900 0.633 0.751 0.053 -0.128 0.31
H -6.217 -4.313 1.764 -0.445 0.245 -0.710 0.37
H -5.537 -5.785 0.291 -0.329 0.043 -0.342 0.20
H -6.396 -5.138 -1.007 0.168 -0.211 0.303 0.21
H 2.288 -4.530 -2.534 -0.511 0.107 -0.786 0.15
H 2.773 -4.700 -4.246 -0.869 -0.194 0.427 0.31
H 0.267 -6.139 -2.929 0.564 0.606 -0.565 0.39
H 1.483 -6.063 -5.763 -0.674 -0.430 0.430 0.22
H -0.207 -6.607 -5.272 0.997 0.094 0.079 0.16
H 1.230 -7.700 -5.088 -0.309 0.805 0.196 0.33
H 1.591 -7.731 -2.609 0.354 0.165 -0.108 0.34
H 4.571 -1.049 -0.418 -0.902 -0.188 0.266 0.42
H 3.434 0.302 -0.189 0.321 -0.808 0.230 0.37
H 4.834 -0.498 1.926 -0.775 0.012 -0.226 0.58
H 3.126 -0.027 2.143 0.488 -0.523 -0.627 0.32
H 2.830 -2.842 1.727 0.729 0.507 0.227 -0.52
H 2.950 -2.046 3.318 0.882 -0.175 -0.615 0.37
H 6.189 -1.946 1.103 0.005 -0.257 0.320 0.37
F 9.798 -8.188 1.110 -0.091 0.079 -0.043 -0.23
C 9.186 -7.174 0.470 0.291 -0.054 -0.738 0.09
F 10.138 -6.559 -0.279 -0.157 0.220 0.116 -0.28
C 8.536 -6.169 1.423 0.101 0.300 0.871 0.87
F 9.473 -5.500 2.134 0.096 -0.122 -0.178 -0.29
F 7.918 -5.231 0.647 -0.086 -0.352 -0.253 -0.34
C 7.472 -6.715 2.392 -0.755 0.224 0.225 -0.44
O 7.900 -7.061 3.711 0.914 -0.476 -0.395 -0.40
C 8.496 -8.303 3.912 -1.350 0.527 -0.549 0.78
F 8.264 -9.094 2.844 0.322 -0.304 0.242 -0.29
F 7.846 -8.876 4.948 0.385 0.017 0.188 -0.30
C 9.987 -8.201 4.264 0.509 0.071 0.355 0.22
F 10.670 -7.474 3.360 -0.128 -0.005 0.090 -0.20
F 10.546 -9.433 4.299 -0.278 -0.076 -0.008 -0.26
H 8.445 -7.588 -0.219 -0.131 0.028 0.107 0.28
H 6.767 -5.896 2.553 0.199 0.060 0.042 0.15
H 6.873 -7.509 1.942 0.298 -0.082 -0.075 0.38
H 10.113 -7.731 5.242 -0.190 -0.025 0.012 0.23
F -1.837 5.359 1.149 0.082 0.046 0.074 -0.16
C -0.959 6.349 1.410 -0.455 0.732 -0.212 0.40
F -0.967 7.163 0.323 0.341 -0.049 0.037 -0.31
C 0.456 5.838 1.681 0.496 -0.696 -0.356 0.85
F 0.999 5.294 0.567 -0.176 0.093 -0.029 -0.28
F 1.223 6.928 1.976 -0.344 0.098 0.223 -0.33
C 0.624 4.849 2.848 0.417 -0.085 0.712 -0.83
O 0.625 3.453 2.548 -0.791 0.158 -0.700 -0.34
C -0.602 2.809 2.391 0.544 0.692 1.007 0.62
F -1.588 3.591 2.880 -0.260 -0.321 -0.154 -0.29
F -0.563 1.719 3.185 -0.034 -0.175 -0.355 -0.26
C -0.857 2.358 0.948 0.287 -0.387 -0.635 1.46
F -0.725 3.375 0.071 -0.006 -0.008 0.146 -0.24
F -2.123 1.877 0.819 -0.068 0.036 0.320 -0.31
H -1.330 6.933 2.254 0.179 -0.110 0.066 0.00
H 1.624 5.029 3.245 0.022 -0.004 -0.236 0.42
H -0.050 5.078 3.677 -0.182 0.038 -0.252 0.35
H -0.154 1.571 0.666 -0.142 0.158 0.287 -0.60
F -4.002 9.720 5.954 0.044 -0.150 -0.066 -0.22
C -3.272 8.679 5.517 0.606 0.008 0.598 0.03
F -1.971 9.059 5.591 -0.013 -0.165 -0.285 -0.27
C -3.616 8.268 4.084 -0.446 0.578 -0.721 1.09
F -3.257 9.225 3.201 0.116 -0.014 0.212 -0.30
F -2.844 7.177 3.786 -0.122 -0.154 0.464 -0.34
C -5.076 7.864 3.814 -0.462 -0.656 -0.322 -0.89
O -5.959 8.858 3.297 0.461 0.694 0.644 -0.33
C -6.543 9.755 4.194 0.017 -1.309 -0.091 0.93
F -6.396 9.292 5.452 -0.168 0.400 0.095 -0.31
F -7.868 9.735 3.943 0.068 0.305 0.016 -0.28
C -6.024 11.191 4.023 0.155 0.699 -0.193 0.55
F -4.678 11.247 4.080 -0.099 -0.145 -0.022 -0.24
F -6.503 11.985 5.011 -0.186 -0.297 0.097 -0.28
H -3.408 7.838 6.203 -0.117 -0.081 -0.102 0.30
H -5.033 7.118 3.018 0.147 0.169 -0.064 0.45
H -5.519 7.339 4.663 0.158 0.234 0.136 0.30
H -6.338 11.602 3.068 -0.031 -0.138 0.051 -0.12
F 5.643 -6.157 -7.838 -0.051 -0.132 0.044 -0.22
C 4.872 -7.227 -7.575 -0.525 0.028 -0.637 -0.01
F 3.585 -6.833 -7.761 -0.008 -0.163 0.265 -0.25
C 5.054 -7.761 -6.153 0.201 0.372 0.847 0.97
F 4.597 -6.877 -5.240 -0.062 0.090 -0.205 -0.20
F 4.260 -8.865 -6.035 0.144 -0.083 -0.408 -0.35
C 6.477 -8.194 -5.755 0.411 -0.661 0.291 -0.76
O 7.294 -7.251 -5.062 -0.379 0.767 -0.631 -0.38
C 7.970 -6.286 -5.808 0.028 -1.434 -0.005 0.72
F 7.968 -6.638 -7.109 0.176 0.429 -0.035 -0.28
F 9.258 -6.331 -5.411 -0.102 0.380 0.142 -0.30
C 7.432 -4.867 -5.574 -0.088 0.595 0.281 0.22
F 6.102 -4.794 -5.772 0.117 -0.099 0.081 -0.21
F 8.018 -3.998 -6.429 0.168 -0.245 -0.042 -0.27
H 5.085 -8.007 -8.311 0.101 -0.082 0.100 0.31
H 6.348 -9.003 -5.035 -0.156 0.173 0.063 0.39
H 7.014 -8.649 -6.590 -0.129 0.251 -0.126 0.34
H 7.642 -4.546 -4.551 0.105 -0.159 0.005 0.25
F -9.107 13.933 0.205 0.035 -0.134 0.091 -0.23
C -8.749 13.066 1.169 -0.140 0.506 0.658 0.16
F -7.922 13.740 2.011 0.162 -0.309 -0.019 -0.27
C -8.038 11.827 0.623 0.497 -0.147 -0.879 0.91
F -6.834 12.146 0.099 -0.090 0.160 0.159 -0.31
F -7.777 11.016 1.694 -0.557 0.139 -0.198 -0.29
C -8.815 10.977 -0.398 -0.269 -0.813 -0.112 -0.89
O -8.574 11.213 -1.783 0.044 1.057 0.213 -0.41
C -9.240 12.272 -2.399 -0.472 -1.169 0.672 0.76
F -10.253 12.686 -1.613 -0.003 0.335 -0.320 -0.28
F -9.813 11.767 -3.511 0.280 0.252 -0.174 -0.30
C -8.298 13.413 -2.806 0.434 0.361 -0.363 0.21
F -7.551 13.841 -1.769 -0.053 -0.150 -0.075 -0.20
F -9.010 14.471 -3.257 -0.212 -0.216 0.017 -0.26
H -9.638 12.783 1.739 -0.015 -0.148 -0.077 0.31
H -8.475 9.951 -0.247 0.195 0.134 0.003 0.43
H -9.885 10.950 -0.177 0.075 0.299 0.044 0.37
H -7.622 13.083 -3.598 -0.112 -0.152 -0.001 0.24

Number 1: LUMO energy -4.1 eV, frontier orbital gap 6.53 eV, strongest force on any atom 0.621 eV/Å. Number 2: LUMO energy -0.4 eV, frontier orbital gap 8.79 eV, strongest force on any atom 3.458 eV/Å.